The following is a DFT calculation (the ωB97M-V functional and the def2-TZVPD basis) of a structure of composition C11H18BClFIN2O12PS2 in a non-equilibrium geometry.

Atoms and positions in Å:
C 3.75 2.37 -1.21
C 2.94 1.16 -1.95
O 1.71 0.98 -1.18
B 0.68 0.30 -1.91
O 0.41 0.48 -3.34
C -0.31 -0.70 -1.02
C 0.66 -1.84 -0.45
I 1.98 -2.37 -2.16
C -0.01 -3.24 -0.06
O -0.90 -3.85 -0.69
N 0.55 -3.93 1.16
C 1.59 -4.85 0.66
O 2.67 -4.99 1.26
F 1.40 -5.65 -0.51
O 1.59 -1.45 0.58
S 0.91 -0.65 1.88
O 0.53 -1.56 3.04
O 2.03 0.21 2.45
C -0.53 0.49 1.40
Cl 0.18 2.17 1.48
C -1.24 0.08 0.03
P -2.67 -1.13 0.53
C -2.43 -2.07 2.10
C -3.45 -2.01 -0.90
S -2.20 1.39 -0.87
C -1.46 3.00 -1.21
O -3.49 1.63 -0.07
O -2.68 0.81 -2.20
H 3.12 2.81 -0.35
H 4.07 3.18 -1.97
H 4.71 1.98 -0.70
H 2.79 1.42 -3.05
H 3.58 0.23 -1.78
H 0.49 1.46 -3.46
H -0.97 -1.21 -1.83
H -0.19 -4.46 1.65
H -1.29 0.44 2.27
H -1.56 -2.81 2.19
H -3.39 -2.68 2.33
H -2.32 -1.35 3.00
H -4.12 -2.86 -0.49
H -4.18 -1.28 -1.44
H -2.77 -2.43 -1.72
H -1.43 3.62 -0.23
H -2.14 3.61 -1.93
H -0.40 3.03 -1.64
N 0.95 5.63 3.09
O 1.73 5.81 4.04
O -0.27 5.87 3.23
O 1.38 5.23 1.99

As for the net charge: -1. For the HOMO-LUMO gap, the calculation gives 4.581 eV. Its HOMO energy is -0.165 hartree.

Results of the Mulliken charge analysis, in e, for atoms 1 through 2: atom 1 (C): -0.951, atom 2 (C): -0.158


The following is a DFT calculation (the ωB97M-V functional and the def2-TZVPD basis) of a cluster of 2 separate species, C4H12N2O2 in total in a non-equilibrium geometry.

Atoms and positions in Å:
N -0.93 3.48 0.46
C -1.07 2.26 1.16
C 0.00 1.24 0.86
C -0.34 0.61 -0.43
C 0.05 -0.83 -0.58
N 0.50 -1.32 -1.75
O -0.16 -1.74 0.32
H -1.76 4.14 0.48
H -0.73 3.41 -0.57
H -1.94 1.61 0.92
H -1.01 2.49 2.20
H 0.09 0.61 1.71
H 1.02 1.58 0.83
H 0.15 1.21 -1.30
H -1.48 0.69 -0.73
H 0.42 -2.23 -2.06
H 0.53 -0.83 -2.60
O 1.80 -3.43 0.09
H 1.24 -2.85 -0.29
H 1.58 -3.37 1.04

The value obtained for the energy above the lowest of the compared OMol25 structures with the same formula, charge and spin is 236.0 kJ/mol. For the HOMO-LUMO gap, the calculation gives 10.018 eV. Its HOMO energy is -0.347 hartree.

Results of the Mulliken charge analysis, in e, for atoms 1 through 2: atom 1 (N): -0.599, atom 2 (C): -0.517


The following is a DFT calculation (the ωB97M-V functional and the def2-TZVPD basis) of a cluster of 2 separate species, C4H6O4 in total in a non-equilibrium geometry.

Atoms and positions in Å:
C 0.82 0.76 0.56
C -0.49 0.79 1.16
C -0.34 -0.25 0.12
C -0.90 -0.36 -1.29
H 0.78 1.64 -1.26
H 1.86 0.12 1.01
H -0.36 0.39 2.10
H -1.16 1.65 1.11
H 0.96 -1.57 1.26
H -0.08 -2.10 -1.01
O 1.38 1.73 -0.41
O -0.19 -1.71 0.35
O -0.85 -1.74 -1.82
O -1.43 0.67 -1.87

The value obtained for the energy above the lowest of the compared OMol25 structures with the same formula, charge and spin is 737.4 kJ/mol. For the HOMO-LUMO gap, the calculation gives 8.893 eV. Its HOMO energy is -0.378 hartree.

Results of the Mulliken charge analysis, in e, for atoms 1 through 2: atom 1 (C): -0.137, atom 2 (C): -0.100